(1)
DFT (the ωB97M-V functional and the def2-TZVPD basis) results for a structure of composition C16H29ClIN2OP2PdSe.

Structure (XYZ):
```
54
Properties=species:S:1:pos:R:3:lowdin_charge:R:1
C -0.2216 0.7284 -7.9882 -0.0276
C -0.2160 1.3308 -6.6108 -0.6485
H -0.2190 1.5658 -8.7011 0.1195
H -1.1269 0.1192 -8.1421 0.1183
H 0.6771 0.1103 -8.1456 0.1182
O -0.2114 2.4872 -6.2576 0.1639
I -0.2169 -0.0522 -4.8745 1.1182
Pd -0.2744 -0.5698 -1.2483 0.1493
P 1.9634 -0.1619 -1.1632 0.6887
C 2.5717 1.0687 0.0204 -0.2119
C 2.8218 -1.7124 -0.7220 -0.2407
H 3.9105 -1.5577 -0.7949 0.0817
H 3.7258 0.2646 -2.7491 0.0831
H 2.5008 -2.4961 -1.4223 0.0546
H 2.2460 -0.4149 -3.5156 -0.0253
H 2.1899 0.8754 1.0281 0.0286
H 2.5424 -2.0140 0.3009 0.0055
C 2.6298 0.2902 -2.7655 -0.2852
H 3.6672 1.0301 0.0283 0.0806
H 2.2691 1.2911 -3.0162 0.0531
H 2.2439 2.0626 -0.3035 0.0680
P -2.5092 -0.0880 -1.2327 0.7018
C -3.1214 1.2233 -0.1357 -0.2084
C -3.1273 0.3013 -2.8750 -0.2895
H -3.1259 -2.4176 -1.3649 0.0570
H -4.5310 -1.3809 -0.9145 0.0831
H -3.2718 -1.8038 0.3125 0.0314
C -3.4593 -1.5728 -0.7468 -0.2280
H -2.7317 -0.4449 -3.5785 -0.0223
H -4.2240 0.2967 -2.8989 0.0837
H -4.2173 1.2394 -0.1657 0.0837
H -2.7356 2.1851 -0.4880 0.0663
H -2.7361 1.2829 -3.1554 0.0480
H -2.7830 1.0553 0.8912 0.0223
Cl -0.2469 -2.2895 -3.0104 -0.0582
C -1.8667 -0.1834 3.4691 0.0010
N -0.4304 -0.3311 3.5421 -0.0556
C 0.3586 -0.9123 2.5848 -0.6070
Se -0.2427 -1.7590 1.0421 0.8859
N 1.6377 -0.8443 3.0941 0.1371
C 1.6560 -0.1814 4.3254 -0.1592
C 2.6436 -0.1245 5.2960 0.0334
C 2.2765 0.3876 6.5499 0.0013
C 0.9515 0.7845 6.8109 -0.0040
C -0.0467 0.6808 5.8370 0.0390
C 0.3480 0.1834 4.5886 -0.1257
H -2.2224 -0.0783 4.4998 0.1078
H -2.3164 -1.0561 2.9856 0.0856
H -2.1482 0.7224 2.9174 0.0967
H 2.4679 -1.2241 2.6464 0.1673
H 3.6418 -0.4948 5.0574 0.1348
H 3.0165 0.4751 7.3425 0.1342
H 0.7099 1.1677 7.8088 0.1382
H -1.0872 0.9559 6.0079 0.1265
```

Summary:
LUMO energy (spin up / spin down): -8.113 / -12.398 eV
orbital gap (spin up / spin down): 0.3124 / 0.1695 Eh
net charge: +3
2S+1: 5
expectation value of S²: 6.0508



(2)
DFT (the ωB97M-V functional and the def2-TZVPD basis) results for a structure of composition C16H29Cr2F3N3O20.

Structure (XYZ):
```
73
Properties=species:S:1:pos:R:3:lowdin_charge:R:1
Cr 30.7855 -11.5308 -21.2495 1.1243
Cr 35.0702 -10.4314 -20.0738 1.1086
N 33.0656 -9.1996 -22.3123 -0.4942
O 34.1651 -9.6103 -21.8237 -0.1034
O 32.0335 -9.8810 -22.0269 -0.0910
O 33.0103 -8.2016 -22.9807 0.1193
N 33.4293 -13.1010 -20.3165 -0.4714
O 34.2958 -12.2230 -20.5872 -0.1142
O 32.2541 -12.9711 -20.8021 -0.1047
O 33.6737 -14.0286 -19.6174 0.1726
N 32.1529 -10.0606 -18.5911 -0.5060
O 31.8187 -9.2839 -17.7356 0.1160
O 33.3619 -10.4218 -18.6993 -0.0831
O 31.3260 -10.5481 -19.4063 -0.1071
C 37.5046 -7.8088 -15.8200 -0.0439
C 36.5651 -8.3079 -16.9013 -0.1801
O 36.3939 -7.2323 -17.8375 0.1001
C 35.9625 -7.4819 -19.0367 -0.5583
O 35.3773 -8.5128 -19.3751 -0.0052
O 36.1823 -6.4632 -19.8140 0.0754
C 35.7307 -6.5676 -21.1743 0.0119
H 36.9625 -7.1621 -15.1282 0.0919
H 38.2643 -7.1459 -16.2366 0.0888
H 37.9773 -8.6310 -15.2928 0.0696
H 35.6115 -8.6054 -16.4620 0.1285
H 36.9585 -9.2145 -17.3691 0.1278
H 35.8699 -7.5698 -21.5737 0.0845
H 36.2602 -5.8303 -21.7639 0.1076
H 34.6603 -6.3630 -21.2327 0.1075
C 26.9287 -11.0305 -19.2740 -0.0406
C 27.8536 -9.8324 -19.2647 -0.1711
O 27.6737 -9.0473 -20.4545 0.0977
C 28.3634 -9.3121 -21.5270 -0.5588
O 29.2149 -10.1930 -21.6368 -0.0066
O 28.0598 -8.4728 -22.4755 0.0698
C 28.9094 -8.4544 -23.6426 0.0212
H 26.9221 -11.5056 -20.2586 0.0857
H 25.8993 -10.7095 -19.1081 0.0900
H 27.1806 -11.7802 -18.5295 0.0722
H 28.8937 -10.1509 -19.1816 0.0902
H 27.6622 -9.1648 -18.4314 0.1392
H 29.7946 -7.8675 -23.3997 0.1056
H 28.3646 -8.0097 -24.4643 0.1049
H 29.2396 -9.4553 -23.9057 0.0950
C 29.8346 -12.6308 -16.9621 -0.0380
C 31.3007 -13.0096 -17.1155 -0.2101
O 31.6535 -13.6173 -15.8661 0.0276
C 32.8926 -14.0854 -15.7689 -0.6214
O 33.7640 -13.9489 -16.5796 0.1351
O 33.0175 -14.7177 -14.6097 0.0180
C 34.3150 -15.2361 -14.3290 -0.0259
H 29.3115 -12.2512 -17.8396 0.0483
H 29.6948 -11.8797 -16.1839 0.0845
H 29.3418 -13.5690 -16.6966 0.0936
H 31.9294 -12.1303 -17.2390 0.0926
H 31.3970 -13.7485 -17.9100 0.1293
H 34.3017 -15.9260 -13.4920 0.0982
H 35.0325 -14.4271 -14.2410 0.0788
H 34.6156 -15.8791 -15.1662 0.1018
C 31.5891 -10.4826 -13.4238 -0.0429
C 32.4008 -10.5572 -14.7014 -0.1807
O 33.6905 -11.1447 -14.4692 0.0480
C 34.5879 -10.4049 -13.8644 -0.4154
O 34.4515 -9.2959 -13.4550 0.1770
C 35.9273 -11.1609 -13.7185 -0.5245
F 36.8936 -10.3727 -14.2640 0.1304
F 36.2225 -11.4239 -12.4668 0.2091
F 35.9494 -12.3008 -14.4218 0.1546
H 32.0324 -9.8639 -12.6474 0.0802
H 31.3160 -11.4724 -13.0586 0.0881
H 30.6293 -9.9912 -13.6241 0.0878
H 32.5318 -9.5674 -15.1351 0.1223
H 31.8623 -11.2020 -15.3859 0.0876
```

Summary:
LUMO energy (spin up / spin down): -4.474 / -3.900 eV
orbital gap (spin up / spin down): 0.3043 / 0.3254 Eh
net charge: +1
2S+1: 9
expectation value of S²: 20.0123
relative energy (zero: lowest compared OMol25 entry of this formula, charge and spin): 0.0 kJ/mol